w:
{"formula": "C3H5NO4", "method": "the ωB97M-V functional and the def2-TZVPD basis", "homo_ev": -10.3669, "charge": 0, "smiles": "O=C1NOCOCO1", "orbital_gap_ha": 0.404, "species": ["O", "C", "N", "O", "C", "O", "C", "O", "H", "H", "H", "H", "H"], "xyz": [[-0.557, -2.847, 0.105], [-0.380, -1.684, 0.056], [-0.815, -0.675, 0.900], [-0.013, 0.652, 1.142], [-0.404, 1.566, 0.219], [0.007, 0.921, -0.984], [0.973, -0.010, -0.876], [0.538, -1.345, -1.000], [-1.034, -0.850, 1.814], [-1.511, 1.484, -0.099], [0.084, 2.509, 0.611], [1.358, 0.195, -1.881], [1.756, 0.085, -0.007]]}



x:
{"formula": "C3H5NO4", "method": "the ωB97M-V functional and the def2-TZVPD basis", "homo_ev": -9.9099, "charge": 0, "smiles": "CC(=O)O.O=C=NO", "orbital_gap_ha": 0.375, "species": ["C", "C", "O", "O", "H", "H", "H", "H", "O", "C", "N", "O", "H"], "xyz": [[-2.413, 0.341, -0.326], [-0.938, 0.072, -0.394], [-0.489, -0.836, -1.042], [-0.197, 1.065, 0.228], [-2.806, 0.006, 0.631], [-2.615, 1.397, -0.489], [-2.909, -0.215, -1.117], [0.427, 0.826, 0.941], [4.193, 0.716, 0.255], [3.144, 0.221, 0.158], [2.306, -0.639, -0.022], [1.472, -1.254, 0.890], [0.824, -1.701, 0.286]]}



Least stable structure: w



w:
{"formula": "C20H56N5O6Sr", "method": "the ωB97M-V functional and the def2-TZVPD basis", "homo_ev": -10.9529, "charge": 1, "orbital_gap_ha": 0.279, "species": ["Sr", "O", "H", "C", "C", "C", "O", "C", "N", "H", "H", "H", "H", "H", "H", "H", "H", "H", "H", "H", "C", "C", "C", "O", "C", "N", "H", "H", "H", "H", "H", "H", "H", "H", "H", "H", "H", "C", "C", "C", "O", "C", "N", "H", "H", "H", "H", "H", "H", "H", "H", "H", "H", "H", "C", "C", "C", "O", "C", "N", "H", "H", "H", "H", "H", "H", "H", "H", "H", "H", "H", "C", "C", "C", "O", "C", "N", "H", "H", "H", "H", "H", "H", "H", "H", "H", "H", "H"], "xyz": [[-8.718, 1.940, 18.702], [-9.028, 3.793, 17.048], [-9.132, 3.509, 16.119], [-10.822, 4.674, 13.795], [-11.521, 5.606, 12.796], [-10.598, 6.026, 11.572], [-11.206, 7.030, 10.712], [-10.541, 7.514, 9.588], [-12.748, 5.000, 12.309], [-10.480, 3.731, 13.368], [-11.673, 4.452, 14.439], [-10.011, 5.160, 14.337], [-11.715, 6.531, 13.339], [-10.344, 5.140, 10.990], [-9.683, 6.482, 11.950], [-10.251, 6.758, 8.858], [-9.644, 7.931, 10.045], [-11.199, 8.275, 9.168], [-13.408, 5.695, 11.992], [-12.629, 4.477, 11.453], [-7.014, 4.397, 13.584], [-6.599, 5.514, 14.609], [-7.436, 6.842, 14.446], [-6.698, 7.868, 14.957], [-7.359, 9.092, 15.232], [-6.607, 4.973, 15.948], [-8.098, 4.311, 13.518], [-6.648, 3.377, 13.697], [-6.760, 4.640, 12.552], [-5.563, 5.695, 14.321], [-8.377, 6.887, 14.994], [-7.628, 7.197, 13.434], [-7.987, 8.998, 16.117], [-7.897, 9.430, 14.347], [-6.682, 9.871, 15.583], [-7.542, 4.724, 16.238], [-6.388, 5.736, 16.573], [-11.667, 6.796, 17.986], [-10.230, 7.266, 17.681], [-9.984, 8.606, 18.420], [-10.831, 9.537, 17.926], [-10.756, 9.955, 16.593], [-9.248, 6.245, 18.159], [-12.003, 5.888, 17.485], [-12.402, 7.581, 17.807], [-11.658, 6.652, 19.067], [-10.054, 7.376, 16.610], [-8.931, 8.847, 18.566], [-10.242, 8.301, 19.434], [-9.752, 10.327, 16.388], [-11.544, 10.696, 16.458], [-11.080, 9.099, 16.001], [-9.304, 5.395, 17.617], [-8.314, 6.585, 17.978], [-4.957, 1.766, 19.149], [-5.582, 2.574, 17.994], [-6.106, 1.713, 16.772], [-7.149, 0.781, 17.149], [-7.530, -0.091, 16.005], [-6.594, 3.369, 18.629], [-5.708, 1.102, 19.576], [-4.405, 2.379, 19.863], [-4.245, 0.964, 18.953], [-4.748, 3.228, 17.740], [-5.307, 1.142, 16.298], [-6.624, 2.314, 16.025], [-8.325, -0.770, 16.314], [-6.675, -0.693, 15.699], [-7.883, 0.427, 15.113], [-6.985, 3.935, 17.889], [-6.189, 4.043, 19.262], [-11.976, 2.248, 19.877], [-11.475, 3.646, 20.275], [-11.428, 3.913, 21.802], [-11.028, 5.262, 21.995], [-11.100, 5.605, 23.406], [-10.197, 3.817, 19.701], [-13.043, 2.311, 20.091], [-11.630, 1.453, 20.538], [-11.848, 2.027, 18.817], [-12.149, 4.391, 19.852], [-10.785, 3.170, 22.272], [-12.359, 3.652, 22.305], [-12.044, 5.321, 23.871], [-10.903, 6.633, 23.709], [-10.424, 4.950, 23.956], [-9.917, 4.668, 20.168], [-10.360, 4.284, 18.821]]}



x:
{"formula": "C20H56N5O6Sr", "method": "the ωB97M-V functional and the def2-TZVPD basis", "homo_ev": -10.9586, "charge": 1, "orbital_gap_ha": 0.282, "species": ["Sr", "O", "H", "C", "C", "C", "O", "C", "N", "H", "H", "H", "H", "H", "H", "H", "H", "H", "H", "H", "C", "C", "C", "O", "C", "N", "H", "H", "H", "H", "H", "H", "H", "H", "H", "H", "H", "C", "C", "C", "O", "C", "N", "H", "H", "H", "H", "H", "H", "H", "H", "H", "H", "H", "C", "C", "C", "O", "C", "N", "H", "H", "H", "H", "H", "H", "H", "H", "H", "H", "H", "C", "C", "C", "O", "C", "N", "H", "H", "H", "H", "H", "H", "H", "H", "H", "H", "H"], "xyz": [[1.405, 1.288, 0.729], [-0.135, 0.084, -0.502], [-0.568, -0.402, -1.230], [0.131, 3.249, -4.442], [-0.331, 2.062, -3.539], [0.685, 0.859, -3.672], [0.845, 0.377, -4.988], [1.618, -0.782, -4.964], [-0.598, 2.439, -2.174], [0.438, 2.851, -5.409], [0.893, 3.841, -3.936], [-0.577, 4.026, -4.730], [-1.236, 1.693, -4.022], [0.261, 0.043, -3.087], [1.614, 1.077, -3.145], [2.041, -1.052, -5.931], [1.120, -1.656, -4.543], [2.568, -0.501, -4.509], [-0.658, 1.629, -1.573], [0.183, 2.963, -1.805], [-4.679, -1.658, -0.791], [-3.132, -1.664, -0.708], [-2.485, -1.938, -2.080], [-2.829, -0.931, -3.090], [-2.268, -1.081, -4.408], [-2.868, -0.357, -0.061], [-5.153, -2.614, -1.015], [-4.977, -0.952, -1.566], [-5.219, -1.272, 0.073], [-2.842, -2.381, 0.060], [-2.755, -2.934, -2.430], [-1.399, -1.977, -1.991], [-2.749, -0.249, -4.922], [-2.611, -2.030, -4.818], [-1.179, -1.046, -4.450], [-1.928, -0.088, -0.317], [-3.390, 0.346, -0.563], [-0.100, -3.346, 0.903], [-1.006, -3.044, 2.095], [-0.567, -3.895, 3.306], [-0.752, -5.286, 3.068], [-0.213, -6.005, 4.101], [-1.322, -1.628, 2.249], [-0.175, -4.416, 0.709], [0.933, -3.056, 1.092], [-0.552, -2.880, 0.027], [-1.978, -3.502, 1.913], [-1.130, -3.603, 4.192], [0.472, -3.638, 3.509], [0.665, -5.601, 4.606], [-0.164, -7.075, 3.900], [-0.911, -5.847, 4.923], [-1.395, -1.286, 1.301], [-2.226, -1.398, 2.636], [5.625, 0.590, 1.288], [4.834, 1.386, 0.334], [4.221, 0.532, -0.752], [3.075, -0.267, -0.255], [2.628, -1.227, -1.218], [3.851, 2.198, 1.082], [5.039, -0.186, 1.781], [6.148, 1.232, 1.997], [6.477, 0.075, 0.844], [5.499, 2.123, -0.117], [5.046, 0.007, -1.235], [3.730, 1.192, -1.468], [2.463, -0.799, -2.207], [1.767, -1.782, -0.846], [3.361, -1.999, -1.450], [3.476, 2.802, 0.364], [4.324, 2.812, 1.729], [-1.638, 2.227, 1.361], [-1.112, 3.350, 2.234], [-1.478, 3.133, 3.690], [-0.685, 4.063, 4.465], [-1.029, 4.038, 5.895], [0.337, 3.372, 2.040], [-1.346, 2.408, 0.326], [-2.727, 2.184, 1.363], [-1.207, 1.306, 1.752], [-1.510, 4.309, 1.904], [-1.239, 2.121, 4.016], [-2.553, 3.194, 3.860], [-0.843, 3.110, 6.437], [-2.075, 4.167, 6.170], [-0.422, 4.815, 6.360], [0.698, 3.666, 2.937], [0.447, 4.088, 1.336]]}



Least stable structure: w



w:
{"formula": "C3H10OS", "method": "the ωB97M-V functional and the def2-TZVPD basis", "homo_ev": -9.1035, "charge": 0, "smiles": "CCS.CO", "orbital_gap_ha": 0.364, "species": ["C", "C", "S", "H", "H", "H", "H", "H", "H", "C", "O", "H", "H", "H", "H"], "xyz": [[-0.177, -0.058, 2.040], [-1.308, 0.329, 1.135], [-1.561, -0.975, -0.186], [0.770, -0.252, 1.536], [-0.378, -0.905, 2.695], [0.020, 0.742, 2.767], [-2.231, 0.354, 1.707], [-1.113, 1.264, 0.620], [-0.368, -1.569, 0.001], [1.729, 1.372, -1.266], [2.415, 0.172, -1.624], [1.846, 2.080, -2.095], [0.656, 1.173, -1.263], [2.284, 1.855, -0.461], [2.700, -0.268, -0.833]]}



x:
{"formula": "C3H10OS", "method": "the ωB97M-V functional and the def2-TZVPD basis", "homo_ev": -8.9395, "charge": 0, "smiles": "CCS.CO", "orbital_gap_ha": 0.358, "species": ["C", "C", "S", "H", "H", "H", "H", "H", "H", "C", "O", "H", "H", "H", "H"], "xyz": [[-2.835, 0.668, -0.388], [-1.613, -0.166, -0.166], [-0.265, 0.420, -1.426], [-3.232, 0.334, -1.436], [-2.543, 1.636, -0.311], [-3.585, 0.532, 0.353], [-1.059, -0.002, 0.799], [-1.660, -1.309, -0.136], [-0.164, 1.581, -0.583], [3.114, -0.298, 0.555], [1.892, -1.056, 1.040], [2.795, 0.606, 0.091], [3.680, -0.131, 1.439], [3.624, -1.007, -0.113], [1.851, -1.807, 0.280]]}



y:
{"formula": "C3H10OS", "method": "the ωB97M-V functional and the def2-TZVPD basis", "homo_ev": -8.3103, "charge": 0, "smiles": "CCSC.O", "orbital_gap_ha": 0.339, "species": ["C", "C", "S", "C", "H", "H", "H", "H", "H", "H", "H", "H", "O", "H", "H"], "xyz": [[0.911, 2.139, -0.697], [0.530, 0.762, -0.149], [-0.267, -0.379, -1.285], [-1.614, 0.578, -1.977], [0.095, 2.538, -1.287], [1.844, 2.096, -1.257], [1.038, 2.829, 0.128], [-0.070, 0.902, 0.759], [1.389, 0.225, 0.233], [-1.862, 1.521, -1.488], [-1.464, 0.728, -3.046], [-2.519, -0.014, -1.867], [0.434, -4.364, 3.807], [1.268, -4.742, 3.482], [0.286, -4.819, 4.642]]}



Least stable structure: x



w:
{"formula": "CH4NO2Si", "method": "the ωB97M-V functional and the def2-TZVPD basis", "homo_ev": -4.1159, "charge": -1, "orbital_gap_ha": 0.312, "species": ["C", "N", "O", "O", "Si", "H", "H", "H", "H"], "xyz": [[-2.460, 0.631, -0.560], [-0.663, -0.078, -0.672], [0.560, 2.350, -0.336], [-2.981, 0.255, 0.426], [0.540, 0.985, 0.367], [-0.733, -1.090, -0.555], [-0.632, 0.131, -1.643], [1.901, 0.449, 0.705], [-0.152, 0.756, 1.638]]}



x:
{"formula": "CH4NO2Si", "method": "the ωB97M-V functional and the def2-TZVPD basis", "homo_ev": -4.4189, "charge": -1, "orbital_gap_ha": 0.289, "species": ["C", "N", "O", "O", "Si", "H", "H", "H", "H"], "xyz": [[2.209, -0.241, 0.360], [-1.199, 0.435, -0.299], [1.634, -0.480, -0.734], [1.676, -0.178, 1.444], [-2.463, -0.125, 0.747], [-0.293, 0.141, -0.129], [-1.480, 0.651, -1.236], [3.455, 0.049, 0.415], [-3.538, -0.254, -0.567]]}



Least stable structure: x